The following is a DFT calculation (ωB97M-V with the def2-TZVPD basis set) of C41H39Br5N7O4S2Tl as an isolated structure.

CARTESIAN COORDINATES (ANGSTROEM)
Tl: 0.1694 0.0368 0.5116
C: 1.8315 -3.3122 0.4034
O: 1.8732 -2.1063 -0.3420
C: 3.0990 -1.7181 -0.7770
C: 4.2356 -2.4519 -0.5379
C: 5.4585 -2.0046 -1.0595
Br: 7.0322 -3.0392 -0.7198
C: 5.5302 -0.8736 -1.8145
C: 4.3602 -0.1169 -2.0606
C: 3.0986 -0.4882 -1.5332
O: 2.0013 0.1596 -1.7286
C: 4.4596 1.0378 -2.9584
N: 5.5644 1.5284 -3.4959
C: 5.1303 2.5502 -4.3227
C: 5.8592 3.4088 -5.1474
C: 5.1665 4.3643 -5.8807
C: 3.7686 4.4719 -5.7997
C: 3.0310 3.6283 -4.9839
C: 3.7321 2.6751 -4.2559
N: 3.3457 1.6950 -3.3791
H: 2.4875 -3.2568 1.2769
H: 2.1316 -4.1620 -0.2186
H: 0.8096 -3.4363 0.7306
H: 4.1970 -3.3740 0.0243
H: 6.4616 -0.5306 -2.2425
H: 1.0164 1.9795 -1.7133
H: 6.9389 3.3236 -5.2037
H: 5.7134 5.0460 -6.5244
H: 3.2575 5.2334 -6.3765
H: 1.9530 3.7224 -4.9103
H: 2.4329 1.5256 -2.9815
Br: -0.1902 7.9028 -2.1872
C: -0.5460 6.0650 -1.8967
C: -1.8336 5.5970 -1.6615
Br: -3.2834 6.8246 -1.6137
C: -2.0626 4.2290 -1.4514
Br: -3.7988 3.5493 -1.1510
C: -1.0277 3.2516 -1.4552
O: -1.1856 2.0069 -1.2141
C: 0.2702 3.7700 -1.7609
O: 1.2941 2.9064 -1.8578
C: 0.4971 5.1177 -1.9470
Br: 2.2951 5.6478 -2.2442
N: -1.2701 -0.6840 -1.4572
C: -1.1123 -1.9570 -1.9824
C: -0.6523 -2.0840 -3.2999
C: -0.4261 -3.3204 -3.8763
C: -0.6530 -4.4747 -3.1358
C: -1.0999 -4.3540 -1.8246
C: -1.3515 -3.1233 -1.2109
C: -1.7603 -3.0835 0.2416
C: -2.5444 -4.1313 0.7569
C: -2.8234 -4.2149 2.1162
C: -2.3235 -3.2331 2.9725
C: -1.5799 -2.1834 2.4375
C: -1.2791 -2.0560 1.0751
H: -1.2163 0.1003 -2.0900
H: -1.9866 -0.5717 -0.7520
H: -0.4567 -1.1738 -3.8643
H: -0.0621 -3.3821 -4.8951
H: -0.4650 -5.4547 -3.5609
H: -1.2133 -5.2561 -1.2363
H: -2.9497 -4.8912 0.0946
H: -3.4108 -5.0404 2.5024
H: -2.5247 -3.2847 4.0383
H: -1.2158 -1.4168 3.1281
C: -5.7651 0.1716 4.0555
N: -4.4283 -0.1258 3.5549
C: -3.4167 0.7506 4.1407
C: -4.3723 -0.3419 2.1673
S: -3.4971 0.6120 1.1312
N: -5.1143 -1.4154 1.7804
C: -5.4430 -2.5095 2.6897
C: -5.2720 -1.7517 0.3737
H: -6.0362 1.2166 3.8508
H: -5.7989 0.0075 5.1344
H: -6.5047 -0.4736 3.5826
H: -3.4862 0.6586 5.2272
H: -3.5591 1.7969 3.8540
H: -2.4261 0.4434 3.8193
H: -5.0275 -2.3141 3.6710
H: -5.0062 -3.4329 2.3087
H: -6.5278 -2.6409 2.7720
H: -5.1972 -0.8565 -0.2315
H: -6.2551 -2.2102 0.2341
H: -4.4998 -2.4551 0.0549
C: 3.7864 1.7749 1.8301
N: 2.6970 2.7158 2.0402
C: 2.2490 3.6246 1.0780
C: 1.1684 4.2355 1.5763
N: 0.9797 3.6969 2.8487
C: 1.9138 2.7640 3.1483
S: 2.0577 1.9099 4.6001
H: 4.6474 2.2977 1.4166
H: 3.4820 0.9904 1.1355
H: 4.0411 1.3325 2.7870
H: 2.7296 3.7169 0.1157
H: 0.5216 4.9855 1.1495
H: 0.2246 3.8921 3.4740

Total charge: -2
Frontier orbital gap, eV: 5.9
Max |F|, eV Å⁻¹: 0.8